Record 1
{
  "formula": "C25H33AsBBrF2N3OReSi2",
  "method": "wB97M-V/def2-TZVPD",
  "homo_ha": [-0.334, -0.350],
  "e_tot_ev": -187855.108,
  "charge": 1,
  "multiplicity": 2,
  "orbital_gap_ev": [5.3, 5.6],
  "species": ["Re", "Br", "C", "C", "C", "C", "O", "C", "C", "N", "C", "C", "C", "C", "C", "C", "C", "C", "N", "C", "C", "H", "H", "H", "H", "H", "H", "H", "H", "H", "H", "C", "C", "C", "N", "H", "H", "H", "H", "H", "F", "B", "F", "C", "Si", "C", "C", "As", "Si", "C", "C", "C", "H", "H", "H", "H", "H", "H", "H", "H", "H", "H", "H", "H", "H", "H", "H", "H", "H", "H"],
  "positions_angstrom": [[0.4411, -0.4822, 0.0950], [4.8107, -0.3444, 5.8796], [4.0570, -0.5931, 4.1551], [4.7231, -0.1104, 3.0345], [4.1876, -0.3443, 1.7795], [2.9884, -1.0181, 1.6498], [2.5110, -1.2990, 0.3531], [2.2679, -1.4596, 2.7789], [0.9955, -2.1243, 2.6786], [0.2126, -1.9831, 1.6550], [-0.9392, -2.7523, 1.5215], [-1.7494, -3.1702, 2.5560], [-2.8804, -3.9529, 2.3018], [-3.1834, -4.3698, 1.0333], [-2.3550, -4.0025, -0.0457], [-2.5512, -4.4517, -1.3676], [-1.6609, -4.0788, -2.3387], [-0.6172, -3.2027, -2.0106], [-0.4264, -2.7338, -0.8011], [-1.2498, -3.1479, 0.1893], [2.8538, -1.2576, 4.0351], [5.6534, 0.4201, 3.1399], [4.7069, -0.0295, 0.8870], [0.7168, -2.7815, 3.4997], [-1.5390, -2.8684, 3.5704], [-3.5117, -4.2403, 3.1273], [-4.0536, -4.9814, 0.8490], [-3.3843, -5.0985, -1.5956], [-1.7502, -4.4415, -3.3492], [0.0958, -2.8896, -2.7590], [2.3436, -1.6145, 4.9155], [-3.5214, 1.9730, 2.2748], [-3.6948, 0.8614, 1.2333], [-2.4189, 0.3753, 0.7876], [-1.3434, 0.1001, 0.4338], [-4.4960, 2.3046, 2.6205], [-2.9925, 2.8194, 1.8452], [-2.9508, 1.6068, 3.1232], [-4.2540, 1.2364, 0.3698], [-4.2592, 0.0299, 1.6652], [4.0079, -3.0394, -0.0736], [3.0470, -2.2238, -0.4465], [2.5850, -2.3092, -1.6780], [-0.1503, 4.2390, -0.2946], [1.5063, 3.3249, -0.5946], [2.4214, 3.0349, 1.0581], [2.6055, 4.2878, -1.8221], [1.0991, 1.1241, -1.5218], [-0.6001, 1.4855, -3.1977], [-0.7244, -0.1614, -4.1488], [-0.0696, 2.9076, -4.3612], [-2.3038, 1.8714, -2.4023], [0.0207, 5.2056, 0.1678], [-0.7900, 3.6567, 0.3633], [-0.6804, 4.4072, -1.2274], [2.5795, 3.9627, 1.5964], [3.3965, 2.5885, 0.8859], [1.8514, 2.3681, 1.7010], [2.8218, 5.2869, -1.4603], [2.1221, 4.3812, -2.7890], [3.5512, 3.7755, -1.9732], [0.2102, -0.3879, -4.6539], [-1.5112, -0.1438, -4.8960], [-0.9377, -0.9684, -3.4529], [0.9577, 2.7831, -4.6923], [-0.1525, 3.8750, -3.8762], [-0.6965, 2.9353, -5.2466], [-2.7818, 0.9518, -2.0772], [-2.9577, 2.3568, -3.1193], [-2.2097, 2.5210, -1.5376]],
  "lowdin_spin": [0.62, 0.00, 0.00, 0.01, 0.00, 0.01, 0.01, 0.00, 0.04, 0.00, 0.00, 0.00, 0.00, 0.00, 0.00, 0.00, 0.00, 0.00, 0.00, 0.00, 0.01, 0.00, 0.00, 0.00, 0.00, 0.00, 0.00, 0.00, 0.00, 0.00, 0.00, 0.00, 0.02, 0.09, 0.01, 0.00, 0.00, 0.00, 0.01, 0.00, 0.00, 0.00, 0.00, 0.01, 0.02, 0.00, 0.00, 0.11, 0.03, 0.00, 0.00, 0.01, 0.00, 0.00, 0.00, 0.00, 0.00, 0.00, 0.00, 0.00, 0.00, 0.00, 0.00, 0.00, 0.00, 0.00, 0.00, 0.00, 0.00, 0.00]
}

Record 2
{
  "formula": "C25H33AuBN4O4P",
  "method": "wB97M-V/def2-TZVPD",
  "homo_ha": -0.509,
  "e_tot_ev": -54258.419,
  "charge": 2,
  "orbital_gap_ev": 6.8,
  "species": ["Au", "C", "O", "C", "O", "N", "N", "H", "H", "H", "H", "H", "H", "N", "P", "C", "C", "C", "C", "C", "C", "C", "C", "C", "C", "C", "C", "C", "C", "C", "C", "C", "N", "H", "H", "H", "H", "H", "H", "H", "H", "H", "H", "H", "H", "H", "H", "H", "C", "C", "C", "O", "B", "O", "C", "C", "C", "H", "H", "H", "H", "H", "H", "H", "H", "H", "H", "H", "H"],
  "positions_angstrom": [[-0.9715, 0.4490, 0.5031], [1.1277, 1.5068, -4.1896], [0.3199, 2.3721, -3.3589], [-0.0941, 1.8651, -2.2171], [0.1424, 0.7482, -1.7976], [-0.8787, 2.7789, -1.5589], [-1.2440, 2.5305, -0.2262], [1.9948, 1.1611, -3.6335], [1.4267, 2.1207, -5.0308], [0.5320, 0.6606, -4.5244], [-0.8639, 3.7369, -1.8773], [-2.2305, 2.7470, -0.1162], [-0.7193, 3.1357, 0.4022], [0.0819, -1.2817, 3.0662], [-0.9336, -1.4267, 1.7410], [-2.4288, -2.1032, 2.4620], [-2.3709, -3.2338, 3.2840], [-3.5269, -3.7228, 3.8681], [-4.7430, -3.0913, 3.6306], [-4.8047, -1.9727, 2.8124], [-3.6489, -1.4763, 2.2276], [-0.2256, -2.8437, 0.7794], [-1.0556, -3.9085, 0.2525], [-0.4117, -5.0453, -0.3495], [0.9397, -5.0522, -0.5689], [1.6921, -3.9559, -0.1474], [1.1255, -2.8643, 0.5204], [1.1961, -0.4304, 3.1140], [1.8118, -0.1401, 4.3297], [2.9106, 0.6927, 4.3084], [3.3544, 1.2107, 3.0960], [2.6700, 0.8636, 1.9519], [1.6047, 0.0483, 1.9488], [-0.2062, -1.7055, 3.9354], [-1.4279, -3.7386, 3.4712], [-3.4822, -4.5930, 4.5088], [-5.6450, -3.4740, 4.0888], [-5.7527, -1.4829, 2.6353], [-3.6885, -0.6033, 1.5879], [-1.9670, -4.1253, 0.8226], [-1.0312, -5.8689, -0.6811], [1.4191, -5.8906, -1.0536], [2.7607, -3.9543, -0.3274], [1.7544, -2.0483, 0.8515], [1.4352, -0.5528, 5.2562], [3.4182, 0.9408, 5.2309], [4.2149, 1.8613, 3.0427], [2.9809, 1.2353, 0.9826], [-3.3254, -3.3877, -4.1715], [-2.5050, -2.6777, -3.1194], [-1.3773, -1.8741, -3.7434], [-1.8477, -3.6995, -2.2684], [-1.8428, -3.1736, -1.0359], [-2.5465, -2.0458, -0.8336], [-3.3391, -1.8666, -2.0741], [-3.4343, -0.3837, -2.3560], [-4.7047, -2.4644, -1.7888], [-2.6644, -3.9276, -4.8480], [-3.8880, -2.6608, -4.7594], [-4.0240, -4.0964, -3.7334], [-0.7267, -2.5513, -4.2958], [-0.7844, -1.3522, -2.9891], [-1.7754, -1.1398, -4.4446], [-2.4478, 0.0780, -2.3755], [-4.0380, 0.0962, -1.5847], [-3.9224, -0.2133, -3.3166], [-4.6413, -3.5343, -1.5851], [-5.3780, -2.3160, -2.6322], [-5.1343, -1.9725, -0.9163]],
  "lowdin_charge": [0.75, 0.01, 0.01, -0.60, 0.00, 0.03, -0.04, 0.10, 0.11, 0.09, 0.17, 0.11, 0.12, -0.09, 0.87, -0.37, -0.10, -0.05, -0.04, -0.05, -0.09, -0.21, -0.12, 0.05, 0.00, 0.05, -0.02, -0.39, 0.00, -0.04, -0.05, -0.13, 0.04, 0.11, 0.12, 0.12, 0.12, 0.12, 0.09, 0.17, 0.15, 0.13, 0.14, 0.10, 0.12, 0.12, 0.11, 0.11, 0.01, -0.42, 0.00, 0.19, -0.64, 0.11, -0.42, 0.01, 0.01, 0.10, 0.11, 0.09, 0.11, 0.08, 0.11, 0.06, 0.10, 0.11, 0.11, 0.11, 0.10]
}

Look up the charge of the second one.
+2